(1)
{
  "formula": "C47H49ClN6O7S2Sn",
  "method": "ωB97M-V/def2-TZVPD",
  "charge": -2,
  "e_lumo_ev": 3.82,
  "molar_mass_g_mol": 1028.24,
  "de_lowest_kj_mol": 7.3,
  "fmax_ha_per_bohr": 0.0059,
  "e_tot_ev": -112827.8914,
  "species": ["Sn", "C", "C", "C", "N", "C", "C", "C", "C", "C", "C", "C", "N", "C", "C", "C", "N", "C", "C", "C", "C", "C", "C", "C", "N", "C", "C", "H", "H", "H", "H", "H", "H", "H", "H", "H", "H", "H", "H", "H", "H", "H", "H", "H", "H", "H", "H", "H", "H", "H", "H", "H", "H", "S", "C", "N", "C", "C", "N", "C", "C", "C", "C", "C", "C", "C", "C", "S", "C", "C", "C", "C", "C", "C", "C", "H", "H", "H", "H", "H", "H", "H", "H", "H", "H", "H", "H", "H", "H", "H", "H", "H", "H", "O", "C", "C", "C", "C", "C", "C", "C", "O", "O", "H", "H", "H", "H", "H", "O", "Cl", "O", "O", "O"],
  "xyz": [[0.234, -0.002, 0.089], [-0.730, -3.604, 2.374], [-0.145, -4.229, 1.105], [0.341, -3.237, 0.038], [1.068, -2.096, 0.576], [2.242, -2.241, 1.120], [2.972, -3.463, 1.087], [4.099, -3.878, 1.764], [4.862, -3.237, 2.733], [4.684, -1.920, 3.138], [3.836, -0.944, 2.660], [2.835, -0.970, 1.641], [2.310, 0.104, 1.130], [2.944, 1.398, 1.317], [2.273, 2.253, 2.388], [0.849, 2.623, 1.976], [-0.033, 1.477, 1.971], [-0.709, 1.153, 3.035], [-0.531, 1.785, 4.301], [-1.273, 1.738, 5.467], [-2.473, 1.109, 5.752], [-3.178, 0.304, 4.855], [-2.841, -0.159, 3.608], [-1.662, 0.013, 2.808], [-1.398, -0.707, 1.761], [-2.279, -1.804, 1.375], [-2.148, -3.051, 2.249], [-0.067, -2.806, 2.720], [-0.728, -4.364, 3.161], [-0.888, -4.877, 0.629], [0.691, -4.866, 1.403], [-0.509, -2.849, -0.519], [0.945, -3.773, -0.704], [2.560, -4.194, 0.404], [4.416, -4.888, 1.516], [5.658, -3.804, 3.201], [5.335, -1.589, 3.943], [3.932, 0.016, 3.150], [2.871, 1.905, 0.350], [4.010, 1.273, 1.533], [2.860, 3.166, 2.536], [2.252, 1.713, 3.340], [0.877, 3.000, 0.946], [0.453, 3.438, 2.592], [0.348, 2.412, 4.363], [-0.852, 2.325, 6.281], [-2.908, 1.270, 6.731], [-4.148, -0.039, 5.207], [-3.585, -0.799, 3.153], [-2.061, -2.052, 0.341], [-3.326, -1.479, 1.360], [-2.805, -3.818, 1.823], [-2.520, -2.829, 3.253], [-2.995, 2.670, -2.873], [-1.434, 3.124, -2.568], [-0.401, 2.873, -3.373], [0.903, 3.476, -3.131], [0.680, 4.872, -2.626], [-0.050, 4.755, -1.368], [0.193, 5.734, -0.325], [1.653, 5.948, -0.003], [2.592, 4.927, -0.122], [3.915, 5.139, 0.237], [4.319, 6.374, 0.726], [3.391, 7.399, 0.844], [2.070, 7.187, 0.474], [-1.105, 3.913, -1.290], [-2.019, 3.685, 0.052], [-0.473, 1.940, -4.495], [-0.473, 2.669, -5.816], [0.676, 2.694, -6.599], [0.699, 3.391, -7.801], [-0.431, 4.070, -8.230], [-1.584, 4.048, -7.454], [-1.607, 3.352, -6.255], [1.464, 3.472, -4.063], [1.467, 2.879, -2.412], [0.129, 5.490, -3.346], [1.639, 5.344, -2.432], [-0.324, 5.371, 0.566], [-0.273, 6.690, -0.598], [2.295, 3.960, -0.515], [4.628, 4.332, 0.127], [5.352, 6.538, 1.006], [3.696, 8.369, 1.217], [1.349, 7.993, 0.559], [-1.362, 1.327, -4.365], [0.406, 1.297, -4.425], [1.557, 2.158, -6.260], [1.602, 3.400, -8.400], [-0.416, 4.614, -9.168], [-2.471, 4.573, -7.787], [-2.498, 3.330, -5.640], [0.612, -0.949, -3.124], [1.831, -1.489, -3.331], [1.970, -2.810, -3.762], [3.227, -3.333, -4.019], [4.357, -2.538, -3.876], [4.205, -1.220, -3.468], [2.962, -0.680, -3.164], [2.897, 0.766, -2.673], [3.601, 1.595, -3.283], [2.165, 0.995, -1.670], [-0.099, -1.584, -3.326], [1.076, -3.410, -3.890], [3.318, -4.363, -4.344], [5.342, -2.939, -4.084], [5.065, -0.568, -3.368], [-2.495, -3.807, -1.553], [-2.534, -2.750, -2.542], [-3.809, -2.746, -3.204], [-1.471, -2.981, -3.517], [-2.280, -1.479, -1.902]]
}

***

(2)
{
  "formula": "C47H49CrN4O3PS2",
  "method": "ωB97M-V/def2-TZVPD",
  "charge": 0,
  "s_squared": 6.0128,
  "spin_multiplicity": 5,
  "e_lumo_ev": [-0.15, -0.29],
  "molar_mass_g_mol": 865.04,
  "fmax_ha_per_bohr": 0.0102,
  "e_tot_ev": -121022.3087,
  "species": ["Cr", "C", "C", "C", "C", "C", "C", "C", "N", "C", "C", "C", "C", "C", "C", "C", "N", "C", "C", "C", "C", "H", "H", "H", "H", "H", "H", "H", "H", "H", "H", "H", "H", "H", "H", "H", "H", "H", "H", "H", "H", "H", "H", "H", "H", "O", "S", "O", "O", "C", "C", "C", "C", "C", "C", "P", "C", "C", "C", "C", "C", "C", "C", "C", "C", "C", "C", "C", "H", "H", "H", "H", "H", "H", "H", "H", "H", "H", "H", "H", "H", "H", "S", "C", "C", "C", "C", "C", "C", "H", "H", "H", "H", "H", "N", "C", "C", "C", "C", "C", "N", "H", "H", "H", "H", "H", "H"],
  "xyz": [[0.193, 0.290, -0.416], [7.003, 1.857, -1.571], [6.559, 1.015, -0.367], [6.847, 1.783, 0.931], [7.361, -0.286, -0.356], [5.059, 0.754, -0.457], [4.505, -0.516, -0.497], [3.131, -0.664, -0.552], [2.285, 0.362, -0.579], [2.802, 1.600, -0.545], [4.164, 1.818, -0.486], [1.809, 2.715, -0.597], [2.183, 4.044, -0.552], [1.227, 5.048, -0.642], [-0.089, 4.640, -0.812], [-0.398, 3.297, -0.838], [0.528, 2.345, -0.705], [1.566, 6.530, -0.545], [3.070, 6.771, -0.433], [1.043, 7.254, -1.793], [0.881, 7.099, 0.707], [8.064, 2.099, -1.481], [6.450, 2.795, -1.636], [6.854, 1.311, -2.505], [7.921, 1.957, 1.028], [6.508, 1.221, 1.802], [6.347, 2.754, 0.946], [8.426, -0.052, -0.323], [7.180, -0.882, -1.253], [7.128, -0.896, 0.519], [5.115, -1.406, -0.468], [2.692, -1.652, -0.548], [4.534, 2.832, -0.448], [3.223, 4.297, -0.424], [-0.897, 5.354, -0.900], [-1.422, 2.961, -0.928], [3.610, 6.373, -1.296], [3.485, 6.326, 0.474], [3.260, 7.845, -0.390], [1.472, 6.828, -2.702], [1.316, 8.310, -1.749], [-0.043, 7.193, -1.872], [1.207, 6.570, 1.604], [-0.204, 7.012, 0.643], [1.130, 8.156, 0.819], [-2.827, 1.928, 0.561], [-2.565, 0.564, 0.167], [-1.809, -0.229, 1.122], [-1.854, 0.466, -1.150], [-4.163, -0.193, -0.016], [-5.261, 0.647, 0.151], [-6.544, 0.124, 0.110], [-6.726, -1.240, -0.076], [-5.623, -2.062, -0.250], [-4.327, -1.555, -0.249], [-2.894, -2.654, -0.677], [-3.090, -3.995, 0.546], [-3.277, -3.646, 1.887], [-3.233, -4.609, 2.883], [-3.000, -5.940, 2.556], [-2.796, -6.296, 1.231], [-2.827, -5.328, 0.234], [-3.536, -3.361, -2.245], [-3.193, -2.650, -3.397], [-3.642, -3.060, -4.645], [-4.429, -4.198, -4.761], [-4.774, -4.913, -3.622], [-4.334, -4.494, -2.374], [-5.091, 1.695, 0.342], [-7.398, 0.778, 0.237], [-7.723, -1.662, -0.094], [-5.770, -3.125, -0.405], [-3.444, -2.608, 2.154], [-3.380, -4.320, 3.915], [-2.969, -6.694, 3.333], [-2.610, -7.330, 0.969], [-2.638, -5.617, -0.794], [-2.585, -1.754, -3.303], [-3.373, -2.493, -5.528], [-4.776, -4.525, -5.733], [-5.391, -5.799, -3.704], [-4.619, -5.062, -1.496], [1.221, 0.813, 2.106], [0.074, 0.426, 3.392], [0.257, -0.696, 4.210], [-0.645, -1.015, 5.219], [-1.762, -0.222, 5.440], [-1.962, 0.893, 4.633], [-1.061, 1.211, 3.628], [1.133, -1.313, 4.043], [-0.471, -1.889, 5.838], [-2.461, -0.463, 6.231], [-2.837, 1.517, 4.782], [-1.238, 2.066, 2.988], [0.108, -2.400, 1.532], [0.192, -2.759, 0.239], [0.271, -4.126, -0.126], [0.381, -4.469, -1.441], [0.422, -3.467, -2.424], [0.345, -2.173, -1.994], [0.231, -1.806, -0.702], [-0.166, -3.100, 2.198], [-0.126, -1.442, 1.776], [0.230, -4.876, 0.654], [0.429, -5.514, -1.723], [0.489, -3.693, -3.477], [0.352, -1.355, -2.708]]
}